1.
A single C27H35N3O3 molecule, computed with ωB97M-V/def2-TZVPD.

```
68
Properties=species:S:1:pos:R:3:lowdin_charge:R:1
C 4.17 1.81 -2.02 0.007
C 2.95 2.04 -1.17 -0.540
O 2.91 2.86 -0.26 0.026
N 1.90 1.27 -1.49 0.112
C 0.60 1.38 -0.85 -0.196
C -0.50 0.94 -1.82 -0.092
C -1.86 1.37 -1.34 -0.229
C -2.77 0.45 -0.86 -0.030
C -4.02 0.86 -0.41 -0.020
C -4.38 2.20 -0.43 -0.221
C -5.74 2.64 0.06 -0.393
C -6.54 3.29 -1.07 -0.068
C -5.61 3.58 1.26 -0.068
C -3.46 3.12 -0.91 -0.032
C -2.21 2.72 -1.36 -0.030
C 0.57 0.55 0.45 -0.396
O -0.21 -0.37 0.61 0.036
N 1.49 0.97 1.32 0.134
C 1.92 0.42 2.60 -0.266
C 1.53 -1.05 2.83 -0.095
C 2.62 -2.00 2.31 -0.121
N 3.28 -1.42 1.17 -0.030
C 3.07 -1.78 -0.11 -0.405
O 3.52 -1.14 -1.06 0.049
C 2.33 -3.07 -0.34 -0.147
C 3.06 -4.21 -0.63 -0.026
C 2.40 -5.40 -0.91 -0.073
C 1.01 -5.44 -0.89 -0.048
C 0.27 -4.30 -0.61 -0.262
C -1.23 -4.34 -0.62 -0.043
C 0.94 -3.11 -0.34 0.016
C 4.06 -0.24 1.48 -0.112
C 3.45 0.55 2.64 -0.109
H 4.44 0.75 -1.99 0.065
H 5.00 2.41 -1.65 0.086
H 3.96 2.08 -3.05 0.087
H 2.06 0.45 -2.07 0.142
H 0.48 2.43 -0.58 0.156
H -0.47 -0.14 -1.92 0.120
H -0.29 1.40 -2.79 0.128
H -2.51 -0.59 -0.83 0.106
H -4.72 0.13 -0.04 0.110
H -6.28 1.75 0.39 0.129
H -6.62 2.61 -1.91 0.081
H -6.05 4.20 -1.41 0.073
H -7.54 3.55 -0.72 0.075
H -5.03 3.11 2.05 0.081
H -5.10 4.50 0.97 0.073
H -6.59 3.84 1.64 0.075
H -3.71 4.17 -0.94 0.110
H -1.52 3.45 -1.74 0.116
H 2.01 1.80 1.04 0.106
H 1.48 1.04 3.40 0.147
H 1.39 -1.21 3.90 0.118
H 0.59 -1.24 2.33 0.095
H 2.19 -2.96 2.03 0.124
H 3.38 -2.18 3.08 0.128
H 4.14 -4.17 -0.65 0.118
H 2.96 -6.29 -1.13 0.103
H 0.50 -6.37 -1.11 0.111
H -1.60 -4.36 -1.64 0.085
H -1.59 -5.23 -0.11 0.079
H -1.63 -3.45 -0.12 0.073
H 0.37 -2.22 -0.11 0.093
H 4.11 0.37 0.57 0.104
H 5.09 -0.55 1.73 0.134
H 3.81 0.16 3.60 0.117
H 3.75 1.59 2.56 0.120
```

Output
Structure (SMILES): CC(=O)N[C@@H](Cc1ccc(C(C)C)cc1)C(=O)NC1CCN(C(=O)c2cccc(C)c2)CC1
Relative energy (zero: lowest compared OMol25 entry of this formula, charge and spin) in eV: 0.017
2S+1: 1


2.
A single C27H35N3O4S molecule at a distorted geometry, computed with ωB97M-V/def2-TZVPD.

```
70
Properties=species:S:1:pos:R:3:lowdin_charge:R:1
O -0.10 -0.36 -1.43 0.069
C -0.15 -0.75 -0.28 -0.454
N -1.29 -1.17 0.31 0.101
C -2.57 -1.13 -0.35 -0.090
C -3.52 0.00 0.15 -0.412
N -3.07 1.35 -0.20 -0.089
C -2.03 1.99 0.58 -0.149
C -2.07 3.49 0.29 -0.190
O -1.85 3.77 -1.06 -0.126
C -2.79 3.09 -1.86 -0.191
C -2.75 1.59 -1.61 -0.152
C -4.90 -0.19 -0.53 -0.128
C -5.71 -1.39 -0.03 -0.195
C -5.87 -1.36 1.48 -0.203
C -4.50 -1.31 2.14 -0.192
C -3.73 -0.08 1.67 -0.139
C 1.05 -0.79 0.62 -0.111
C 1.30 -1.86 1.46 -0.017
C 2.41 -1.86 2.29 -0.049
C 3.29 -0.79 2.27 -0.065
C 3.05 0.26 1.40 -0.241
S 4.23 1.63 1.33 0.681
O 3.49 2.82 1.07 -0.270
O 5.05 1.56 2.51 -0.280
N 5.22 1.37 0.03 -0.227
C 6.24 0.36 0.15 -0.176
C 5.70 -1.06 -0.04 -0.108
C 4.56 -1.13 -1.03 -0.180
C 4.01 -2.37 -1.33 -0.038
C 2.96 -2.48 -2.22 -0.078
C 2.44 -1.35 -2.82 -0.085
C 2.97 -0.11 -2.51 -0.040
C 4.02 0.01 -1.61 -0.177
C 4.56 1.37 -1.26 -0.139
C 1.94 0.28 0.59 0.007
H -1.27 -1.41 1.29 0.133
H -2.37 -0.99 -1.41 0.127
H -3.06 -2.10 -0.21 0.119
H -2.20 1.85 1.65 0.114
H -1.03 1.62 0.32 0.116
H -1.28 4.01 0.85 0.127
H -3.05 3.89 0.60 0.127
H -2.53 3.32 -2.90 0.125
H -3.80 3.47 -1.64 0.126
H -3.49 1.11 -2.25 0.116
H -1.75 1.21 -1.87 0.114
H -5.47 0.72 -0.34 0.130
H -4.78 -0.29 -1.60 0.108
H -5.21 -2.32 -0.33 0.106
H -6.68 -1.38 -0.52 0.111
H -6.42 -2.24 1.82 0.109
H -6.44 -0.48 1.77 0.116
H -3.95 -2.22 1.89 0.108
H -4.60 -1.27 3.22 0.112
H -2.76 -0.06 2.19 0.102
H -4.28 0.81 1.97 0.132
H 0.64 -2.72 1.46 0.117
H 2.60 -2.70 2.95 0.110
H 4.15 -0.74 2.92 0.116
H 6.68 0.48 1.14 0.116
H 7.00 0.58 -0.60 0.132
H 6.51 -1.71 -0.38 0.125
H 5.35 -1.45 0.92 0.102
H 4.42 -3.25 -0.87 0.115
H 2.54 -3.45 -2.44 0.102
H 1.61 -1.42 -3.51 0.105
H 2.55 0.78 -2.96 0.122
H 3.77 2.12 -1.21 0.121
H 5.29 1.70 -2.01 0.141
H 1.75 1.13 -0.05 0.131
```

Output
Structure (SMILES): O=C(NCC1(N2CCOCC2)CCCCC1)c1cccc(S(=O)(=O)N2CCc3ccccc3C2)c1
Relative energy (zero: lowest compared OMol25 entry of this formula, charge and spin) in eV: 1.779
2S+1: 1